81
Properties=species:S:1:pos:R:3:lowdin_charge:R:1 method="wB97M-V/def2-TZVPD" lumo_energy_ev="-4.441 / -7.638" e_tot_ev=-61434.086 total_charge=+2 max_force_ha_per_bohr=0.015 spin_multiplicity=5 e_above_lowest_ev=0.000 gap_ev="7.893 / 6.364"
Ir 0.62721 0.22385 -0.18462 0.98
C -1.86992 -2.83191 2.11508 -0.04
C -2.85609 -1.82003 1.51861 -0.37
C -4.28528 -2.08779 2.00237 -0.04
C -2.78080 -1.81060 -0.00528 -0.14
C -3.26889 -2.92238 -0.68763 -0.02
C -3.18199 -3.02245 -2.06101 -0.04
C -2.62817 -1.97950 -2.79413 -0.02
C -2.12749 -0.84356 -2.17982 -0.14
C -1.72797 0.32917 -3.07891 -0.34
C -2.49679 1.62274 -2.77206 -0.04
C -0.22505 0.59678 -3.14603 -0.06
C -2.17116 -0.78871 -0.76633 -0.21
N -1.54512 0.28980 -0.08510 0.00
C -2.30444 1.07027 0.72677 -0.24
C -3.70667 1.16354 0.55317 0.01
C -4.46607 1.97128 1.36571 -0.03
C -3.86192 2.70087 2.39109 -0.01
C -2.48398 2.62330 2.60160 0.02
C -1.74160 1.83200 1.77525 -0.22
F -0.42296 1.72535 2.01477 0.02
H -1.99857 -2.89174 3.19815 0.09
H -0.83641 -2.53588 1.91832 0.06
H -2.02720 -3.83226 1.70126 0.09
H -2.57201 -0.84783 1.90879 0.11
H -4.61620 -3.10002 1.75520 0.08
H -4.99579 -1.38284 1.56156 0.08
H -4.33216 -1.98497 3.08807 0.09
H -3.72953 -3.72631 -0.12406 0.12
H -3.57095 -3.89632 -2.56781 0.12
H -2.62933 -2.03016 -3.87756 0.13
H -2.02493 0.02094 -4.08065 0.13
H -2.16628 2.08325 -1.83792 0.07
H -3.57179 1.43848 -2.71212 0.09
H -2.32990 2.34870 -3.57126 0.09
H 0.19255 0.67544 -2.12493 -0.04
H -0.01024 1.55892 -3.61505 0.10
H 0.32071 -0.18620 -3.67003 0.06
H -4.16125 0.60013 -0.25165 0.13
H -5.53283 2.04415 1.20651 0.13
H -4.46240 3.33026 3.03523 0.13
H -2.00607 3.15654 3.41550 0.13
C 0.48131 -3.34150 -0.79055 -0.21
P 1.55797 -1.89312 -0.97787 0.78
C 2.03551 -1.98175 -2.73044 -0.23
C 3.05845 -2.31000 -0.04296 -0.39
C 3.56558 -3.60777 -0.06787 -0.07
C 4.70111 -3.92910 0.65984 -0.04
C 5.33843 -2.95536 1.41978 -0.04
C 4.84470 -1.65881 1.44552 -0.06
C 3.70413 -1.32842 0.71541 -0.39
P 3.04408 0.35522 0.64386 0.78
C 3.94947 1.08630 -0.75869 -0.23
C 3.73052 1.24680 2.07213 -0.23
H 0.46667 -3.66770 0.24616 0.05
H 0.85869 -4.14607 -1.42254 0.06
H -0.53491 -3.09427 -1.10484 0.03
H 2.68093 -2.84914 -2.87158 0.06
H 2.56592 -1.08569 -3.04727 0.04
H 1.13830 -2.10041 -3.34006 0.05
H 3.07701 -4.38262 -0.64954 0.11
H 5.08625 -4.94122 0.63978 0.12
H 6.22426 -3.20577 1.99103 0.12
H 5.35685 -0.91064 2.03935 0.11
H 5.02275 1.02815 -0.57806 0.06
H 3.65517 2.12750 -0.88898 0.04
H 3.71133 0.54454 -1.67288 0.03
H 4.80453 1.39023 1.94731 0.06
H 3.53210 0.70123 2.99525 0.06
H 3.25630 2.22949 2.14177 0.03
C 1.19187 4.80271 2.07653 -0.01
N 1.40903 4.60483 0.63188 -0.17
C 1.80407 5.77289 -0.18507 0.00
C 1.17900 3.44432 0.07638 -0.25
N 0.96083 2.41651 -0.41925 0.05
H 0.34461 5.46833 2.23667 0.10
H 2.08159 5.24981 2.51541 0.10
H 0.99698 3.84684 2.55458 0.08
H 1.05404 6.55642 -0.08872 0.10
H 1.88438 5.48286 -1.22948 0.10
H 2.76594 6.15008 0.15896 0.10

94
Properties=species:S:1:pos:R:3:lowdin_charge:R:1 method="wB97M-V/def2-TZVPD" lumo_energy_ev="4.189 / 4.188" e_tot_ev=-115718.076 total_charge=-2 max_force_ha_per_bohr=0.036 spin_multiplicity=2 e_above_lowest_ev=0.402 gap_ev="3.946 / 5.758"
Hg 0.23272 0.25088 -0.11712 0.84
N 0.07628 3.48638 -3.48674 0.01
C 0.19386 2.89747 -2.23013 -0.92
S -1.32666 2.66699 -1.39926 0.39
N 1.37725 2.62753 -1.83236 -0.05
N 1.60394 1.98772 -0.66131 -0.12
C 2.86614 2.06138 -0.18275 -0.23
C 3.94684 2.64154 -0.96592 -0.17
C 4.05166 2.38777 -2.34398 -0.04
C 5.07140 2.93443 -3.09155 -0.11
C 6.02690 3.75297 -2.49965 -0.14
C 5.93013 4.02548 -1.14148 -0.12
C 4.90333 3.49235 -0.39084 -0.06
C 3.07660 1.56052 1.13569 -0.25
C 4.36807 1.31047 1.65795 -0.05
C 4.51497 0.85912 2.94000 -0.11
C 3.37213 0.61137 3.71132 -0.12
C 2.14437 0.78604 3.10449 -0.20
N 1.97306 1.25686 1.88326 0.00
H -0.83245 3.31322 -3.89305 0.04
H 0.84045 3.20438 -4.08742 0.06
H 3.32477 1.74372 -2.81331 0.06
H 5.12866 2.71841 -4.15239 0.09
H 6.83639 4.17284 -3.08530 0.08
H 6.65862 4.67331 -0.66388 0.09
H 4.81776 3.74877 0.65707 0.11
H 5.23246 1.44341 1.02370 0.10
H 5.50101 0.66166 3.34700 0.09
H 3.44863 0.25359 4.72873 0.08
H 1.23318 0.54617 3.64223 0.09
C 1.55393 -4.87256 0.89088 -0.07
C 1.05113 -3.48464 0.56289 -0.60
O 0.24769 -3.50169 -0.59051 -0.07
P 0.08286 -2.77321 1.96840 0.45
O -1.14244 -3.79350 2.21129 -0.12
O 0.94094 -2.99455 3.27307 -0.14
O -0.42311 -1.40713 1.77991 -0.32
P 2.41147 -2.23462 0.48736 0.34
O 3.60084 -3.06990 -0.28699 -0.16
O 2.86168 -1.96280 1.88303 -0.29
O 1.99645 -1.14109 -0.43084 -0.37
H 0.72888 -5.50309 1.22316 0.08
H 2.29688 -4.79878 1.68165 0.08
H 2.02761 -5.30707 0.01086 0.08
H 0.07668 -2.56994 -0.82640 0.03
H -1.91627 -3.35580 1.85158 0.06
H 1.79973 -2.55327 3.01998 0.04
H 4.11599 -2.37591 -0.70339 0.06
C 2.74497 -3.01481 -3.62377 -0.12
N 1.31089 -2.90020 -3.70237 -0.05
C 0.67467 -1.70053 -3.74413 -0.90
S 1.45239 -0.26718 -4.02057 0.63
N -0.67965 -1.73229 -3.71202 -0.07
C -1.45131 -2.93411 -3.49849 -0.11
H 3.09473 -3.75703 -4.34740 0.07
H 3.04777 -3.31628 -2.62156 0.06
H 3.18325 -2.04428 -3.84977 0.03
H 0.81434 -3.62518 -3.20442 0.10
H -1.10967 -0.86427 -3.40766 0.09
H -1.13618 -3.69955 -4.21192 0.08
H -2.49901 -2.69991 -3.67378 0.07
H -1.35957 -3.32953 -2.48158 0.06
C -5.19783 -1.57923 -2.67614 -0.20
Si -4.40339 -1.56918 -0.92715 0.48
C -4.72085 -3.28522 -0.11770 -0.19
C -5.34191 -0.27115 0.11591 -0.19
C -2.61249 -1.16463 -1.00679 -0.24
C -1.43933 -0.81861 -1.03092 -0.23
H -6.28428 -1.60359 -2.62432 0.01
H -4.88030 -2.43020 -3.27503 0.00
H -4.91505 -0.67505 -3.20824 0.02
H -5.77156 -3.56447 -0.16280 0.01
H -4.43442 -3.26729 0.93139 0.01
H -4.15034 -4.07370 -0.60170 0.02
H -6.41452 -0.45200 0.17379 0.02
H -5.19066 0.71744 -0.30921 0.02
H -4.95570 -0.25083 1.13249 0.02
C -1.39615 2.00316 3.52259 -0.39
Te -0.82753 2.34550 1.36388 1.24
C -3.01441 2.43502 1.30219 -0.43
C -3.50288 2.90405 2.62102 -0.29
C -4.71914 3.55304 2.77086 -0.06
C -5.15059 3.97331 4.01942 -0.12
C -4.34790 3.76538 5.12818 -0.12
C -3.11988 3.13945 4.98186 -0.06
C -2.68782 2.69013 3.74013 -0.31
H -0.64936 2.31176 4.25392 0.04
H -1.53041 0.92316 3.61347 0.05
H -3.35840 1.41921 1.10281 0.04
H -3.35916 3.06917 0.48682 0.03
H -5.33278 3.73001 1.89594 0.10
H -6.11235 4.46253 4.12453 0.09
H -4.68021 4.08511 6.10994 0.09
H -2.48949 2.98564 5.84937 0.10

83
Properties=species:S:1:pos:R:3:lowdin_charge:R:1 method="wB97M-V/def2-TZVPD" lumo_energy_ev="-13.475 / -14.697" e_tot_ev=-129773.308 total_charge=+4 max_force_ha_per_bohr=0.100 spin_multiplicity=3 e_above_lowest_ev=3.994 gap_ev="5.793 / 4.269"
C -1.16247 1.53467 -5.38616 0.03
C -2.11588 1.89149 -4.38559 -0.17
C -3.14176 2.73700 -4.86397 0.03
C -3.16686 3.21493 -6.19082 -0.05
N -2.23344 2.88023 -7.07987 0.14
C -1.25208 2.06863 -6.69880 -0.06
C -2.01222 1.63075 -2.92285 0.09
C -1.38705 2.37864 -1.97390 -0.20
C 0.00804 2.52398 -1.54010 -0.34
C 0.83848 1.40319 -1.39482 -0.08
C 2.19571 1.68911 -1.04019 -0.10
C 2.72467 2.96825 -0.74667 -0.66
C 1.77242 4.01382 -0.79606 -0.04
C 0.51866 3.78567 -1.29554 -0.01
W -1.79703 0.96402 -0.64459 1.20
P -0.69548 -1.48246 0.27194 0.98
H -3.90883 3.09090 -4.18429 0.13
H -0.30041 0.90553 -5.17083 0.12
H -3.95219 3.89508 -6.53477 0.14
H -0.49927 1.84662 -7.47106 0.14
H -0.18573 4.55893 -1.61487 0.16
H 0.64753 0.60084 -2.11695 0.13
H 2.03635 4.99398 -0.46847 0.13
H 2.90695 0.88493 -1.18166 0.08
C -0.49381 -2.09534 2.08481 -0.36
C -1.59475 -2.92455 2.76399 -0.11
H -0.27934 -1.25281 2.74946 0.03
H 0.43746 -2.65424 2.09350 0.05
H -1.25498 -3.19257 3.78322 0.11
H -2.54758 -2.38930 2.93254 0.08
H -1.84462 -3.86490 2.24258 0.08
C -2.54207 -1.59068 -0.00770 -0.43
C -2.97643 -2.43390 -1.22851 -0.10
H -3.05658 -0.55434 -0.06634 0.02
H -2.92296 -2.03188 0.94463 0.09
H -3.95407 -2.10369 -1.60791 0.10
H -2.24262 -2.35494 -2.03754 0.07
H -3.08525 -3.49490 -0.96916 0.09
C 0.05268 -2.97555 -0.58369 -0.37
C -0.39580 -4.36952 -0.11095 -0.11
H 1.14591 -2.85841 -0.44415 0.07
H -0.11541 -2.89064 -1.66829 0.08
H -0.18530 -5.13491 -0.87867 0.11
H 0.12673 -4.69040 0.80584 0.09
H -1.47777 -4.41098 0.07775 0.06
Br 4.50720 3.35237 -0.41647 0.94
P -1.22578 1.19360 1.55877 0.83
C -2.24618 0.41300 2.94791 -0.33
C -2.51174 1.21378 4.18760 -0.10
H -1.68700 -0.47547 3.20077 0.03
H -3.18107 0.10217 2.48630 0.09
H -3.25304 0.68474 4.77787 0.11
H -1.62542 1.23432 4.81088 0.08
H -2.85089 2.22035 3.95518 0.08
C 0.43862 1.49040 2.42676 -0.30
C 0.30796 2.72951 3.32131 -0.09
H 1.20961 1.53455 1.63097 0.06
H 0.69993 0.56621 2.97728 0.08
H 1.18826 2.96250 3.93702 0.11
H 0.05002 3.59733 2.70832 0.08
H -0.52714 2.55469 4.00059 0.05
C -1.87531 2.61390 0.73131 -0.51
C -3.00588 3.44385 1.38362 -0.10
H -3.41171 1.46936 -0.90023 0.08
H -1.06335 3.32585 0.50159 0.08
H -3.35179 4.18605 0.65307 0.09
H -3.88374 2.87776 1.71974 0.09
H -2.64692 4.03345 2.24821 0.10
N 6.82878 -4.55657 0.21910 0.29
C 6.16416 -3.51387 -0.36172 -0.31
O 6.38900 -3.16356 -1.50540 0.39
C 5.05580 -2.81650 0.40825 -0.09
C 4.33841 -3.40145 1.48712 0.04
C 3.32949 -2.64041 2.12648 -0.08
N 2.82589 -1.50660 1.58238 0.09
C 3.51043 -0.98794 0.56198 -0.12
C 4.64642 -1.54085 -0.01776 0.03
H 7.65050 -4.88201 -0.30184 0.17
H 6.84505 -4.62988 1.22367 0.15
H 4.52220 -4.44216 1.83602 0.14
H 2.90865 -2.95545 3.10627 0.14
H 3.18025 -0.05676 0.13947 0.06
H 5.11878 -0.94050 -0.79689 0.14

83
Properties=species:S:1:pos:R:3:lowdin_charge:R:1 method="wB97M-V/def2-TZVPD" lumo_energy_ev="-10.161 / -8.116" e_tot_ev=-176399.101 total_charge=+2 max_force_ha_per_bohr=0.083 spin_multiplicity=1 e_above_lowest_ev=0.000 gap_ev="1.492 / 3.531"
C -0.55358 6.98653 -4.06162 0.05
C -0.74417 5.61421 -4.31975 -0.18
C -1.04102 5.22366 -5.64006 0.05
C -1.15453 6.21247 -6.62897 -0.02
N -0.98085 7.50906 -6.36490 0.29
C -0.68776 7.89704 -5.12177 -0.02
C -0.64207 4.62917 -3.27228 0.08
C -0.56791 3.77192 -2.40455 0.09
C -0.42739 2.80302 -1.36325 -0.22
C 0.65150 2.90025 -0.47306 0.00
C 0.83512 1.93681 0.52275 -0.11
C -0.06348 0.89259 0.61867 -0.21
C -1.15410 0.78118 -0.22398 -0.08
C -1.34386 1.74705 -1.22139 0.01
Zn 0.14379 -0.39997 2.14266 0.27
P 2.06499 -1.37220 1.12907 0.98
H -1.18499 4.17377 -5.89839 0.15
H -0.30794 7.34764 -3.06206 0.15
H -1.39412 5.93196 -7.65971 0.16
H -0.55282 8.96957 -4.94644 0.16
H -2.19256 1.68857 -1.90157 0.13
H 1.34999 3.72957 -0.57071 0.13
H -1.85917 -0.04344 -0.12702 0.10
H 1.69124 2.02886 1.18897 0.08
C 2.48087 -3.02076 1.84343 -0.37
C 3.42767 -3.96198 1.09125 -0.12
H 1.50248 -3.51140 1.98567 0.06
H 2.89168 -2.81304 2.84559 0.10
H 3.63896 -4.82515 1.73948 0.09
H 2.98347 -4.34747 0.16481 0.07
H 4.39087 -3.49371 0.85477 0.06
C 1.91178 -1.59814 -0.70103 -0.35
C 2.94878 -0.92189 -1.59400 -0.12
H 0.91439 -1.19934 -0.94400 0.06
H 1.87969 -2.68183 -0.89384 0.07
H 2.68176 -1.10647 -2.64416 0.09
H 2.96792 0.16733 -1.44768 0.07
H 3.95977 -1.31994 -1.43283 0.07
C 3.51053 -0.28385 1.45803 -0.38
C 4.88317 -0.95297 1.41555 -0.13
H 3.33376 0.13702 2.46280 0.07
H 3.46555 0.55430 0.74604 0.07
H 5.65255 -0.18463 1.57066 0.09
H 4.99216 -1.69922 2.21187 0.08
H 5.09107 -1.44029 0.45391 0.07
Br -1.26484 -2.20043 2.70725 0.13
P -2.57918 -3.86530 -2.09804 0.97
C -0.73371 -3.93285 -1.98206 -0.46
C -0.24031 -5.37063 -2.15485 -0.18
H -0.43330 -3.51402 -1.00867 0.05
H -0.33189 -3.28384 -2.77430 0.07
H 0.82647 -5.37678 -2.41195 0.06
H -0.37756 -5.94687 -1.23079 0.07
H -0.79179 -5.87791 -2.95849 0.06
C -2.98158 -3.61071 -0.30973 -0.47
C -4.39921 -4.11681 -0.03862 -0.18
H -2.86959 -2.54552 -0.06011 0.04
H -2.24467 -4.15735 0.29716 0.05
H -4.54006 -4.29057 1.03442 0.07
H -5.14298 -3.38492 -0.37857 0.07
H -4.57772 -5.06285 -0.56795 0.06
C -2.80028 -2.14544 -2.75834 -0.45
C -3.04083 -2.18133 -4.27168 -0.18
H -1.91058 -1.54687 -2.50780 0.05
H -3.66560 -1.70723 -2.23856 0.07
H -3.49755 -1.24236 -4.60731 0.06
H -2.09911 -2.31789 -4.81778 0.07
H -3.71436 -3.00556 -4.54168 0.06
N -1.92435 2.05275 8.00252 0.18
C -1.95936 1.44878 6.77557 -0.47
O -2.87263 0.69922 6.44816 0.08
C -0.82782 1.74412 5.84304 -0.08
C 0.28270 2.53807 6.16217 0.02
C 1.34458 2.62070 5.26567 -0.02
C 1.31140 1.86634 4.08151 -0.11
N 0.27466 1.05439 3.80258 -0.01
C -0.81847 1.09151 4.59987 -0.04
H -2.64456 1.80053 8.65745 0.12
H -1.12569 2.53881 8.37244 0.09
H 0.30174 3.09196 7.09792 0.12
H 2.21392 3.23999 5.46327 0.12
H 2.13450 1.91382 3.36222 0.10
H -1.67359 0.52723 4.21712 0.10

82
Properties=species:S:1:pos:R:3:lowdin_charge:R:1 method="wB97M-V/def2-TZVPD" lumo_energy_ev="-12.078 / -14.543" e_tot_ev=-129150.507 total_charge=+4 max_force_ha_per_bohr=0.081 spin_multiplicity=5 e_above_lowest_ev=2.474 gap_ev="7.095 / 4.963"
N -0.72269 0.93417 -7.89189 0.32
C 0.39772 0.28061 -7.55177 0.02
C 0.79751 0.15638 -6.21758 0.06
C -0.04079 0.67674 -5.19020 -0.16
C -1.18232 1.42657 -5.59768 0.05
C -1.49293 1.50280 -6.95846 0.01
C 0.16438 0.31856 -3.82070 -0.07
Pt 0.54534 0.47519 -1.30289 0.99
P -1.26454 -1.38233 3.32733 0.70
C -0.86491 0.39949 -2.83845 -0.21
C -1.18135 -0.77167 -2.00461 -0.29
C -2.31701 -0.85679 -1.15430 0.03
C -2.22801 -1.65300 -0.02029 -0.03
C -1.07548 -2.39218 0.23602 -0.04
C -0.15988 -2.58491 -0.76656 -0.04
C -0.08005 -1.68125 -1.86537 -0.11
Br 0.70015 -0.38496 3.22404 0.61
H 1.18813 0.02054 -3.52162 0.12
H -1.66529 1.13935 -2.90403 0.12
H 1.68565 -0.42698 -5.96747 0.15
H -1.85902 1.86942 -4.87337 0.13
H 0.99108 -0.17142 -8.36342 0.18
H -2.40214 2.02501 -7.29290 0.17
H -3.21255 -0.28377 -1.39364 0.15
H 0.54902 -1.90521 -2.72980 0.14
H -3.09452 -1.79906 0.63175 0.13
H 0.50372 -3.45056 -0.79337 0.15
P 0.35862 2.46839 -0.33879 0.84
C -0.78798 -2.94424 2.59668 -0.39
C -1.44278 -4.23141 3.06022 -0.07
H 0.30568 -3.01509 2.62394 0.07
H -0.98272 -2.89557 1.31170 0.01
H -0.91257 -5.07758 2.57912 0.12
H -1.42093 -4.40595 4.14982 0.09
H -2.48831 -4.28970 2.71900 0.10
C -2.58149 -0.21937 2.91775 -0.35
C -3.77944 -0.24553 3.89363 -0.10
H -2.96205 -0.45891 1.91549 0.05
H -2.11021 0.77538 2.88245 0.08
H -4.54441 0.48267 3.60233 0.10
H -4.26999 -1.22870 3.87650 0.10
H -3.49558 -0.01136 4.92750 0.08
C -1.38784 -1.52378 5.15219 -0.36
C -0.51399 -2.63405 5.72576 -0.12
H -2.43124 -1.72505 5.42942 0.10
H -1.14920 -0.53651 5.57006 0.11
H 0.07967 -2.30389 6.58320 0.10
H -1.14391 -3.45007 6.09583 0.10
H 0.20420 -3.03953 5.00994 0.06
C 1.44695 2.81459 1.07437 -0.37
C 1.40430 4.29255 1.47038 -0.09
H 2.45924 2.47717 0.81707 0.08
H 1.10622 2.16506 1.89551 0.03
H 1.68259 4.95064 0.63805 0.08
H 0.40506 4.58699 1.81322 0.09
H 2.10144 4.48001 2.29485 0.11
C -1.29555 2.49493 0.47057 -0.36
C -2.45836 3.02250 -0.37029 -0.11
H -1.19429 3.07409 1.40453 0.10
H -1.47927 1.44599 0.76528 0.05
H -2.20076 3.97308 -0.85955 0.09
H -2.77067 2.29760 -1.13686 0.06
H -3.32582 3.19566 0.28691 0.10
C 0.70991 3.66386 -1.67037 -0.34
C 1.96643 3.21144 -2.42611 -0.12
H 0.82834 4.67352 -1.25632 0.10
H -0.15778 3.68062 -2.34678 0.09
H 1.93801 3.56590 -3.46373 0.10
H 2.89143 3.58174 -1.96455 0.10
H 2.04010 2.10623 -2.48001 0.02
N 7.12159 -3.22018 1.13030 0.24
C 6.07152 -2.72986 0.96555 -0.12
C 4.79817 -2.08898 0.73889 -0.18
C 4.73672 -0.77899 0.26771 0.04
C 3.49777 -0.23960 -0.09196 -0.13
N 2.36086 -0.94636 -0.02474 0.00
C 2.40971 -2.12918 0.59745 -0.17
C 3.59957 -2.77495 0.93502 0.04
H 5.63281 -0.17936 0.15558 0.14
H 3.41853 0.78774 -0.44417 0.09
H 1.46496 -2.62130 0.82976 0.07
H 3.56753 -3.80405 1.30193 0.15